# 1
74
Properties=species:S:1:pos:R:3 method="wB97M-V/def2-TZVPD" s_squared=6.03 spin_multiplicity=5 total_charge=+2 homo_lumo_gap_ha="0.259 / 0.225" e_tot_ev=-47808.2759 largest_force_ev_per_a=3.07
Ru -0.404 -0.179 -0.093
C -3.089 1.304 0.017
C -2.706 -0.152 -0.024
C -3.506 0.469 2.117
C -3.459 1.650 1.308
C -3.164 -0.638 1.350
C -3.048 2.214 -1.141
H -2.676 1.685 -2.022
H -2.358 3.053 -0.945
H -4.026 2.658 -1.401
C -3.728 3.016 1.800
H -3.227 3.781 1.192
H -3.363 3.124 2.833
H -4.804 3.241 1.798
C -4.056 0.459 3.501
H -5.155 0.508 3.472
H -3.706 1.348 4.044
H -3.767 -0.432 4.056
C -3.539 -2.018 1.681
H -4.642 -2.078 1.772
H -3.130 -2.383 2.638
H -3.249 -2.728 0.894
C -3.174 -0.962 -1.182
H -4.266 -0.915 -1.134
H -2.847 -2.010 -1.140
H -2.838 -0.549 -2.139
C 3.691 0.701 -1.873
C 2.764 0.802 -2.840
C 2.631 -0.244 -3.883
C 2.524 -1.742 -3.362
C 1.930 -1.944 -2.006
C 2.656 -1.964 -0.882
C 4.156 -1.693 -0.895
C 4.670 -0.442 -1.679
H 3.510 -0.177 -4.558
H 3.529 -2.194 -3.429
H 1.753 -0.069 -4.516
H 5.125 -0.770 -2.628
H 3.911 1.587 -1.253
H 2.323 1.782 -3.049
H 5.502 -0.015 -1.086
H 4.526 -1.590 0.137
H 2.279 -2.450 0.023
H 4.657 -2.594 -1.282
H 1.882 -2.287 -4.076
H 0.906 -2.312 -2.005
P 1.177 1.420 -0.235
P 0.471 -1.308 1.649
C 2.472 0.564 0.740
C 2.107 -0.415 1.873
H 3.257 1.265 1.032
H 2.957 -0.037 -0.018
H 2.844 -1.225 1.934
H 2.043 0.108 2.836
C -0.188 -1.450 3.353
H -1.291 -1.510 3.318
H 0.118 -0.540 3.896
H 0.232 -2.353 3.842
C 0.339 -3.008 0.911
H 1.181 -3.635 1.259
H 0.358 -2.869 -0.194
H -0.636 -3.429 1.208
C 1.449 3.124 -0.742
H 0.530 3.501 -1.219
H 2.276 3.334 -1.439
H 1.638 3.757 0.141
C 0.269 0.712 -1.934
H -0.830 0.474 -2.030
H 0.824 -0.118 -2.338
H 0.385 1.637 -2.494
C -0.176 1.399 1.401
H -0.886 0.852 2.064
H -0.665 2.324 1.097
H 0.748 1.579 1.976



# 2
86
Properties=species:S:1:pos:R:3 method="wB97M-V/def2-TZVPD" total_charge=0 homo_lumo_gap_ha=0.322 e_tot_ev=-61652.9763 smiles="NB(O)c1cc2c(cc1CCO)C(=O)N(CCCS)C2=O.COCCOC.COCCOC.COCCOC" de_lowest_ev=2.761 largest_force_ev_per_a=1.07
N -3.760 3.962 -2.472
B -2.757 3.683 -1.439
O -2.489 4.640 -0.479
C -1.917 2.350 -1.387
C -0.517 2.440 -1.535
C 0.241 1.287 -1.478
C -0.345 0.055 -1.297
C -1.711 -0.076 -1.145
C -2.495 1.089 -1.182
C -3.982 0.941 -0.968
C -4.339 0.893 0.548
O -3.319 1.418 1.396
C 0.737 -0.972 -1.276
O 0.652 -2.162 -1.291
N 1.923 -0.251 -1.316
C 3.225 -0.832 -1.025
C 3.260 -1.635 0.281
C 4.125 -0.985 1.383
S 3.209 -0.614 2.903
C 1.719 1.100 -1.565
O 2.561 1.904 -1.830
H -3.677 4.946 -2.721
H -4.702 3.908 -2.089
H -1.585 4.495 -0.172
H -0.041 3.401 -1.682
H -2.157 -1.046 -0.988
H -4.519 1.741 -1.466
H -4.272 -0.003 -1.414
H -4.442 -0.143 0.841
H -5.247 1.457 0.739
H -3.371 2.377 1.387
H 3.511 -1.477 -1.851
H 3.951 -0.031 -0.983
H 2.273 -1.819 0.687
H 3.689 -2.606 0.059
H 4.920 -1.670 1.658
H 4.608 -0.081 1.034
H 3.600 -1.575 3.751
C -4.578 8.362 -3.402
O -5.033 7.356 -2.514
C -4.402 7.394 -1.240
C -5.257 8.082 -0.199
O -5.452 9.457 -0.488
C -6.699 9.738 -1.098
H -5.290 8.424 -4.224
H -4.519 9.336 -2.913
H -3.594 8.102 -3.808
H -3.424 7.880 -1.311
H -4.237 6.359 -0.934
H -4.745 8.024 0.766
H -6.220 7.571 -0.103
H -7.503 9.723 -0.354
H -6.932 9.027 -1.893
H -6.639 10.737 -1.527
C 5.504 -4.077 6.286
O 5.485 -3.386 5.048
C 6.657 -2.614 4.823
C 7.627 -3.320 3.901
O 8.140 -4.511 4.473
C 7.493 -5.685 4.015
H 4.728 -4.841 6.249
H 6.466 -4.560 6.464
H 5.284 -3.392 7.111
H 7.142 -2.365 5.771
H 6.342 -1.677 4.350
H 8.478 -2.657 3.716
H 7.149 -3.532 2.939
H 7.844 -5.950 3.012
H 6.408 -5.571 3.998
H 7.751 -6.492 4.700
C -2.060 -6.302 -0.713
O -1.963 -5.640 -1.959
C -0.764 -4.887 -2.107
C 0.271 -5.629 -2.923
O 0.720 -6.811 -2.276
C 0.097 -7.989 -2.754
H -2.849 -7.048 -0.795
H -1.127 -6.805 -0.447
H -2.325 -5.594 0.080
H -0.356 -4.616 -1.132
H -1.023 -3.962 -2.628
H 1.141 -4.980 -3.052
H -0.127 -5.865 -3.916
H 0.525 -8.286 -3.718
H -0.982 -7.861 -2.863
H 0.286 -8.780 -2.029



# 3
82
Properties=species:S:1:pos:R:3 method="wB97M-V/def2-TZVPD" s_squared=6.03 spin_multiplicity=5 total_charge=-1 homo_lumo_gap_ha="0.122 / 0.241" e_tot_ev=-135195.6185 largest_force_ev_per_a=3.51
Co -0.077 -1.264 -0.197
Cl 0.079 -0.214 -2.179
P -0.759 -3.066 -1.157
C 0.432 -3.863 -2.331
C -1.079 -4.129 0.344
C -2.272 -2.745 -2.184
C 1.874 -3.352 -2.208
H 0.050 -3.531 -3.314
C 0.392 -5.394 -2.256
H 0.832 -5.760 -1.317
H 0.994 -5.798 -3.083
H -0.623 -5.798 -2.356
H 1.941 -2.280 -2.428
H 2.497 -3.890 -2.934
H 2.295 -3.540 -1.212
H -1.817 -2.210 -3.039
C -3.280 -1.791 -1.536
C -2.935 -4.028 -2.694
H -2.291 -4.564 -3.404
H -3.858 -3.754 -3.226
H -3.211 -4.705 -1.870
H -2.794 -0.920 -1.075
H -3.889 -2.293 -0.772
H -3.956 -1.426 -2.321
C 0.185 -4.241 1.214
H -1.336 -5.120 -0.063
C -2.263 -3.585 1.159
H 1.092 -4.466 0.636
H 0.040 -5.044 1.951
H 0.364 -3.307 1.769
H -2.125 -2.514 1.392
H -2.325 -4.131 2.111
H -3.219 -3.707 0.634
Cl -1.387 0.106 0.998
H 0.024 2.049 -0.581
P 0.253 3.389 -0.972
C -0.919 3.552 -2.349
C -0.241 4.170 0.591
C 1.961 3.338 -1.581
C -2.086 2.563 -2.186
H -0.327 3.210 -3.217
C -1.353 4.995 -2.600
H -2.048 5.360 -1.836
H -1.863 5.042 -3.569
H -0.496 5.675 -2.659
H -1.709 1.531 -2.176
H -2.770 2.655 -3.044
H -2.658 2.724 -1.265
H 1.878 2.612 -2.414
C 2.923 2.723 -0.549
C 2.429 4.681 -2.157
H 1.866 4.946 -3.061
H 3.482 4.594 -2.448
H 2.345 5.495 -1.425
H 2.555 1.782 -0.108
H 3.149 3.423 0.267
H 3.870 2.486 -1.054
C -1.738 4.028 0.840
H 0.052 5.228 0.502
C 0.478 3.512 1.768
H -2.365 4.594 0.148
H -1.966 4.376 1.854
H -2.010 2.967 0.804
H 0.238 2.438 1.787
H 0.121 3.943 2.714
H 1.562 3.628 1.756
O 2.927 2.811 3.373
S 3.341 1.424 3.358
O 4.685 1.107 3.764
N 2.939 0.751 1.890
C 2.085 -0.259 1.983
S 1.892 -1.220 0.569
C 1.520 -0.453 3.321
C 0.491 -1.268 3.812
C 0.225 -1.292 5.183
C 0.953 -0.484 6.065
C 1.946 0.378 5.583
C 2.189 0.393 4.218
H -0.104 -1.854 3.112
H -0.557 -1.952 5.574
H 0.742 -0.506 7.135
H 2.521 1.040 6.230



# 4
93
Properties=species:S:1:pos:R:3 method="wB97M-V/def2-TZVPD" total_charge=-1 homo_lumo_gap_ha=0.153 e_tot_ev=-114797.6129 largest_force_ev_per_a=3.45
C 2.054 -2.352 2.794
C 2.239 -1.794 1.725
P 2.293 -0.928 -0.040
C 2.333 -0.044 -1.739
N 2.615 0.640 0.817
B 0.351 -0.533 0.194
C -0.817 -0.999 -0.803
O -0.040 0.249 1.307
C 4.180 -1.347 -0.126
C 4.778 -1.901 -1.276
C 6.146 -2.139 -1.272
N 6.993 -1.880 -0.286
C 6.406 -1.377 0.795
C 5.060 -1.090 0.951
P 1.658 -2.928 -0.863
O 2.733 -4.181 -0.474
O 1.313 -2.889 -2.520
H 1.709 -2.783 3.715
H 2.976 0.855 -1.641
H 2.772 -0.626 -2.563
H 1.353 0.331 -2.087
H 3.475 1.075 0.501
H 2.717 0.429 1.806
H -0.534 -0.931 -1.868
H -1.653 -0.263 -0.687
H -1.255 -1.980 -0.569
H -0.113 1.155 0.982
H 4.172 -2.140 -2.154
H 6.575 -2.577 -2.186
H 7.066 -1.133 1.641
H 4.669 -0.648 1.867
H 2.478 -4.950 -0.999
H 0.373 -3.040 -2.655
C 7.153 2.495 -3.664
C 7.027 3.823 -2.903
C 5.583 3.924 -2.401
S 5.005 2.249 -2.187
O 3.950 2.015 -3.139
O 4.851 1.983 -0.780
C 6.487 1.444 -2.776
H 8.193 2.242 -3.870
H 6.626 2.566 -4.619
H 7.713 3.820 -2.052
H 7.287 4.677 -3.529
H 5.516 4.441 -1.438
H 4.937 4.409 -3.133
H 6.225 0.531 -3.307
H 7.105 1.208 -1.909
C -6.283 -3.406 -0.219
C -6.083 -2.219 -1.170
C -4.619 -1.780 -1.055
S -3.690 -3.244 -0.587
O -3.153 -3.045 0.731
O -2.867 -3.661 -1.695
C -5.101 -4.338 -0.467
H -7.235 -3.910 -0.396
H -6.272 -3.058 0.807
H -6.293 -2.534 -2.196
H -6.759 -1.395 -0.935
H -4.235 -1.400 -1.999
H -4.483 -1.035 -0.273
H -4.943 -5.055 0.335
H -5.201 -4.857 -1.421
C 1.901 5.360 1.548
C 1.986 6.568 0.607
C 3.412 7.126 0.702
S 4.460 5.736 1.142
O 5.007 5.969 2.455
O 5.299 5.393 0.016
C 3.149 4.529 1.274
H 0.994 4.781 1.382
H 1.900 5.701 2.587
H 1.785 6.244 -0.417
H 1.249 7.331 0.859
H 3.748 7.543 -0.245
H 3.500 7.874 1.488
H 3.379 3.819 2.065
H 3.077 4.009 0.317
C -10.365 -2.129 3.944
C -11.069 -2.372 2.604
C -9.990 -2.739 1.578
S -8.655 -3.501 2.506
O -7.499 -2.650 2.429
O -8.598 -4.905 2.192
C -9.395 -3.292 4.121
H -11.074 -2.071 4.769
H -9.814 -1.186 3.906
H -11.774 -3.200 2.708
H -11.636 -1.499 2.281
H -10.359 -3.445 0.837
H -9.591 -1.855 1.082
H -8.619 -3.099 4.858
H -9.924 -4.214 4.365